# C6H12O

C6H12O as an isolated structure at a distorted geometry (ωB97M-V with the def2-TZVPD basis set, OMol25).

Results
orbital gap: 10.3 eV
net charge: 0
highest occupied orbital energy: -9.438 eV

XYZ file:
```
19
C6H12O, DFT ωB97M-V with the def2-TZVPD basis set
C -2.069 -0.862 0.163
C -0.700 -0.186 0.307
O -0.482 0.548 1.478
C 0.427 -1.164 0.398
C 1.761 0.264 0.288
C 1.029 1.292 -0.599
C -0.349 0.693 -0.912
H -2.301 -1.496 1.024
H -2.120 -1.478 -0.749
H -2.838 -0.090 0.090
H 0.660 0.396 1.356
H 0.469 -1.707 1.350
H 0.589 -1.825 -0.466
H 2.502 0.779 0.962
H 2.347 -0.458 -0.238
H 1.601 1.503 -1.509
H 0.896 2.247 -0.074
H -0.312 0.078 -1.821
H -1.109 1.467 -1.049
```

Quick look at the natural (NBO) charges, all values in e: C -0.608; C 0.181; O -0.755; C -0.290; C -0.568; C -0.428; C -0.414; H 0.219; H 0.210; H 0.221; H 0.478; H 0.221; H 0.201; H 0.254; H 0.230; H 0.218; H 0.218; H 0.195; H 0.217